The following is a DFT calculation (ωB97M-V with the def2-TZVPD basis set) of a cluster of 2 separate species, C7H16N2 in total in a non-equilibrium geometry.

The geometry in XYZ format:
```
25
Properties=species:S:1:pos:R:3:forces:R:3
C 1.598 -2.098 -0.586 0.8 0.9 -1.4
C 0.912 -1.831 1.541 0.1 1.1 1.8
C 2.738 -3.037 -0.362 -0.6 -0.3 0.1
N 1.122 -1.260 0.336 -0.9 -2.5 0.0
H 0.563 -0.448 0.050 0.2 0.3 0.0
H 1.238 -1.971 -1.599 0.2 0.3 -0.1
H 0.900 -1.214 2.426 -0.1 0.3 0.0
H 0.869 -2.890 1.726 0.3 -0.1 -0.6
H 3.389 -2.691 0.443 -0.1 0.1 0.2
H 3.334 -3.130 -1.274 -0.1 0.0 0.0
H 2.388 -4.036 -0.090 0.3 -0.2 0.0
C 0.084 1.834 -1.594 0.0 0.1 0.0
C -2.225 2.759 -0.181 0.1 0.0 -0.1
C -2.007 0.674 1.282 0.0 0.0 0.0
C -1.478 1.490 0.143 -0.1 0.0 0.0
N -0.453 1.082 -0.481 0.0 -0.2 0.2
H 0.992 1.338 -1.934 0.0 0.1 -0.1
H -0.624 1.874 -2.427 0.0 0.0 0.0
H 0.333 2.863 -1.315 0.0 0.0 0.0
H -1.563 3.621 -0.082 0.0 0.0 0.0
H -2.574 2.739 -1.216 0.0 0.0 0.0
H -1.988 1.264 2.200 0.0 0.0 0.0
H -1.420 -0.230 1.423 0.0 0.0 0.0
H -3.046 0.400 1.093 -0.1 0.0 0.0
H -3.081 2.897 0.476 0.0 0.0 0.0
```
Positions in Å, forces in eV/Å.

Values from the calculation:
2S+1: 1
Total energy, a.u.: -385.7056
E_HOMO (spin up / spin down), Eh: -0.2232 / -0.2198
ΔE to the lowest compared entry with this formula, charge and spin, kcal per mole: 84.7
Gap between HOMO and LUMO (spin up / spin down), eV: 6.924 / 6.827

---

The following is a DFT calculation (ωB97M-V with the def2-TZVPD basis set) of the molecule C7H16N2 in a non-equilibrium geometry.

The geometry in XYZ format:
```
25
Properties=species:S:1:pos:R:3:forces:R:3
C -1.599 0.864 -0.274 0.0 -0.2 0.0
C -0.991 -0.531 -0.249 0.4 -0.5 -1.9
C -0.550 -0.961 1.146 0.9 0.1 -1.0
C 0.793 -0.303 1.480 1.8 0.0 -0.9
C 0.675 0.924 2.362 0.2 0.0 -0.2
N 1.744 0.049 0.222 -1.9 0.2 2.2
N 1.511 -0.758 -0.885 0.5 -0.9 -0.4
C 0.174 -0.770 -1.433 -1.4 0.2 1.5
C 0.092 0.223 -2.589 -0.2 -0.3 0.2
H -0.854 1.641 -0.135 0.1 0.2 0.0
H -2.110 1.044 -1.215 0.0 0.1 -0.1
H -2.347 0.955 0.512 0.0 0.1 0.1
H -1.768 -1.231 -0.574 -0.2 0.1 0.1
H -1.302 -0.692 1.890 0.0 0.0 0.0
H -0.446 -2.051 1.161 0.0 0.1 0.1
H 1.435 -1.038 1.977 -0.2 0.1 0.2
H -0.004 1.663 1.939 -0.1 0.0 0.0
H 1.648 1.398 2.486 0.1 0.0 0.0
H 0.310 0.644 3.352 -0.1 0.0 0.0
H 1.517 1.003 -0.047 0.1 0.0 0.0
H 1.853 -1.689 -0.676 0.0 0.2 0.0
H -0.025 -1.778 -1.816 0.2 0.1 0.0
H 0.247 1.239 -2.235 0.0 0.2 0.0
H 0.871 0.003 -3.317 0.0 -0.1 0.0
H -0.874 0.152 -3.083 -0.1 0.2 -0.1
```
Positions in Å, forces in eV/Å.

Values from the calculation:
2S+1: 1
Total energy, a.u.: -385.7737
Structure (SMILES): C[C@@H]1C[C@H](C)NN[C@@H]1C
E_HOMO, Eh: -0.2985
ΔE to the lowest compared entry with this formula, charge and spin, kcal per mole: 42.0
Gap between HOMO and LUMO, eV: 9.135

---

The following is a DFT calculation (ωB97M-V with the def2-TZVPD basis set) of a cluster of 2 separate species, C7H16N3OS in total in a non-equilibrium geometry.

The geometry in XYZ format:
```
28
Properties=species:S:1:pos:R:3:forces:R:3
C 1.650 -0.078 0.729 -1.2 0.4 -1.3
C 0.479 2.655 0.828 -0.5 0.9 0.6
C -1.594 1.915 -0.358 -0.6 0.7 1.4
C 0.285 -0.670 -2.586 -0.1 2.0 -0.2
C -0.953 -2.542 1.561 -0.1 -1.3 -1.6
C 0.210 0.289 0.762 -0.8 -1.9 -0.3
C -0.169 1.548 0.020 2.0 0.1 -1.4
N 0.444 -1.550 -1.482 1.4 -1.2 1.0
N -0.058 -2.460 0.435 -1.7 -0.8 -1.2
N -0.359 -1.448 -0.401 -0.8 1.9 0.4
O 2.223 0.260 -0.327 0.7 0.4 -0.5
S 2.381 -1.174 1.789 0.1 -0.4 1.2
H -0.014 2.691 1.840 0.3 0.3 -0.9
H 1.542 2.643 1.001 0.5 -0.9 0.0
H 0.381 3.578 0.273 -0.6 0.7 0.1
H -1.783 1.460 -1.314 -0.6 0.1 -0.4
H -1.920 3.028 -0.280 1.1 -1.7 -0.6
H -2.199 1.461 0.401 -1.0 -0.5 0.3
H 1.034 0.205 -2.384 -1.4 -1.3 -1.2
H 0.403 -1.213 -3.545 0.6 0.3 0.5
H -0.778 -0.327 -2.681 0.9 0.0 0.6
H -0.806 -1.720 2.151 0.4 1.9 2.2
H -2.029 -2.549 1.317 0.5 -0.3 -0.5
H -0.662 -3.454 2.041 -0.2 -0.4 0.8
H -0.377 0.040 1.657 0.4 0.4 -0.2
H 0.318 1.405 -0.979 0.2 0.7 1.1
H 1.428 -1.557 -1.131 -0.3 0.1 -0.8
H 0.924 -2.438 0.663 0.8 -0.3 0.9
```
Positions in Å, forces in eV/Å.

Values from the calculation:
2S+1: 1
Total energy, a.u.: -913.9103
Charge: -1
E_HOMO (spin up / spin down), Eh: -0.1213 / -0.1213
ΔE to the lowest compared entry with this formula, charge and spin, kcal per mole: 47.1
Gap between HOMO and LUMO (spin up / spin down), eV: 6.917 / 6.916

---

The following is a DFT calculation (ωB97M-V with the def2-TZVPD basis set) of a cluster of 2 separate species, C7H16N4 in total in a non-equilibrium geometry.

The geometry in XYZ format:
```
27
Properties=species:S:1:pos:R:3:forces:R:3
C 2.122 1.299 1.448 -0.1 -1.4 5.2
C 2.119 1.418 0.203 0.8 -0.3 -0.6
C 0.473 -0.791 -0.066 0.5 -3.1 1.0
C -1.804 -0.214 0.336 -0.5 2.0 0.1
C 2.399 1.738 -1.139 -1.4 1.4 -1.2
C -2.353 2.093 -0.298 -3.0 3.1 4.1
C 0.990 -3.230 -0.184 2.9 -0.1 -4.2
N -2.949 -0.628 0.778 -0.3 -0.8 0.4
N -1.491 0.993 -0.057 -1.3 -0.1 0.8
N 1.311 -1.794 -0.142 -2.4 2.4 -0.5
N -0.791 -1.087 0.324 2.1 -1.0 -0.7
H 2.673 1.732 2.387 -0.6 0.0 -2.1
H 1.527 0.443 1.963 0.3 0.8 -0.7
H 3.258 1.236 -1.607 -0.2 0.5 0.2
H 2.302 2.851 -1.237 1.0 -0.6 -0.2
H 1.457 1.515 -1.681 0.3 -0.5 -0.7
H -1.942 3.126 0.009 0.1 -1.9 -0.8
H -2.641 2.052 -1.296 -0.8 0.4 -1.7
H -3.322 2.139 0.423 2.1 -0.7 -1.8
H 1.964 -3.606 -0.663 -1.1 -0.2 1.7
H 0.389 -3.577 -1.045 -0.8 0.8 0.6
H 0.729 -3.569 0.743 -0.5 -1.2 2.3
H -3.803 -0.177 0.616 -1.1 1.3 -0.4
H -3.076 -1.457 1.326 0.4 -0.5 0.2
H -0.725 1.067 -0.644 2.2 -0.1 -1.0
H 2.191 -1.559 -0.487 2.0 0.6 -0.5
H -1.007 -2.011 -0.009 -0.6 -0.8 0.3
```
Positions in Å, forces in eV/Å.

Values from the calculation:
2S+1: 3
Total energy, a.u.: -494.4639
Charge: +2
E_HOMO (spin up / spin down), Eh: -0.5033 / -0.6128
ΔE to the lowest compared entry with this formula, charge and spin, kcal per mole: 34.0
Gap between HOMO and LUMO (spin up / spin down), eV: 5.025 / 5.440

---

The following is a DFT calculation (ωB97M-V with the def2-TZVPD basis set) of the ion C7H16N5O2 with charge +1 in a non-equilibrium geometry.

The geometry in XYZ format:
```
30
Properties=species:S:1:pos:R:3:forces:R:3
C -0.361 1.305 0.263 -0.2 -2.4 -0.6
C -0.215 -1.280 0.463 -1.5 1.7 0.9
C -1.058 0.021 0.257 -2.6 -2.5 1.3
C -3.083 -1.107 -0.828 0.7 2.5 -3.3
C 1.842 2.502 0.126 0.9 -3.2 1.3
C 1.783 -2.105 1.540 1.3 -1.1 -1.2
C -1.937 -0.122 -1.018 2.7 -2.3 -0.3
N 0.925 1.327 0.130 1.9 1.5 -2.6
N 0.899 -1.030 1.288 1.1 2.0 -1.7
N 1.712 0.218 -0.068 -0.9 -2.8 5.1
N 2.229 -0.271 -1.247 -2.4 1.7 -0.6
N -1.135 2.339 0.323 6.0 4.1 0.0
O 2.161 0.447 -2.206 0.1 1.0 -0.8
O 2.658 -1.364 -1.190 1.1 -2.1 0.4
H -0.851 -2.044 0.873 -0.3 -0.3 1.0
H 0.027 -1.729 -0.434 0.9 -0.8 -2.4
H -1.874 0.022 1.112 1.8 0.4 -1.2
H -3.260 -1.608 -1.769 -0.2 -0.3 -0.1
H -3.897 -0.480 -0.618 -1.6 0.2 0.7
H -2.855 -1.763 -0.112 0.4 -2.7 2.8
H 2.501 2.431 -0.727 -0.4 0.5 -0.5
H 1.396 3.392 0.384 -1.0 2.1 0.1
H 2.429 2.133 0.970 0.6 1.0 0.1
H 1.869 -2.944 0.795 -0.6 0.8 0.5
H 2.786 -1.686 1.582 0.0 0.0 0.5
H 1.508 -2.509 2.511 -0.1 0.1 0.3
H -2.270 0.820 -1.238 -1.1 2.2 -0.9
H -1.243 -0.431 -1.856 -0.7 0.3 0.7
H -2.059 2.244 0.386 -4.3 -0.1 0.5
H -0.629 3.273 0.308 -1.8 -1.4 0.0
```
Positions in Å, forces in eV/Å.

Values from the calculation:
2S+1: 1
Total energy, a.u.: -700.0442
Charge: +1
E_HOMO (spin up / spin down), Eh: -0.5091 / -0.5091
ΔE to the lowest compared entry with this formula, charge and spin, kcal per mole: 156.8
Gap between HOMO and LUMO (spin up / spin down), eV: 8.915 / 8.914

---

The following is a DFT calculation (ωB97M-V with the def2-TZVPD basis set) of the ion C7H16NO with charge +1.

The geometry in XYZ format:
```
25
Properties=species:S:1:pos:R:3:forces:R:3
C -1.075 -1.546 2.150 0.0 0.0 0.1
C -0.910 -0.254 1.355 0.0 0.1 0.0
C 0.520 -0.081 0.821 -0.1 0.0 0.0
C 1.281 1.068 1.458 0.0 0.0 0.0
N 0.559 0.098 -0.686 -0.1 0.1 -0.3
C -0.242 1.194 -1.336 0.0 -0.1 0.2
C -0.036 0.837 -2.795 0.0 -0.1 -0.1
O -0.005 -0.603 -2.801 0.0 0.1 0.0
C 0.115 -1.086 -1.502 0.0 0.0 0.1
H -0.371 -1.586 2.984 0.0 0.0 0.0
H -2.079 -1.615 2.567 0.0 0.0 0.0
H -0.909 -2.427 1.528 0.0 0.0 0.0
H -1.636 -0.235 0.539 0.0 -0.1 0.0
H -1.154 0.606 1.982 0.0 0.0 0.0
H 1.068 -1.016 0.973 0.0 0.1 0.0
H 2.285 1.182 1.042 0.0 0.0 0.0
H 1.393 0.868 2.523 0.0 0.0 0.0
H 0.743 2.011 1.355 0.0 0.0 0.0
H 1.532 0.277 -0.942 0.1 0.0 0.1
H -1.278 1.040 -1.043 0.0 0.1 0.0
H 0.099 2.175 -1.020 0.1 0.0 -0.1
H 0.915 1.203 -3.187 0.0 0.1 0.0
H -0.843 1.184 -3.435 0.0 0.0 0.0
H 0.865 -1.874 -1.442 0.0 0.0 0.0
H -0.839 -1.419 -1.086 0.0 -0.1 0.0
```
Positions in Å, forces in eV/Å.

Values from the calculation:
2S+1: 1
Total energy, a.u.: -406.0530
Charge: +1
Structure (SMILES): CC[C@H](C)[N@@H+]1CCOC1
E_HOMO, Eh: -0.5417
ΔE to the lowest compared entry with this formula, charge and spin, kcal per mole: 13.4
Gap between HOMO and LUMO, eV: 11.831

---

The following is a DFT calculation (ωB97M-V with the def2-TZVPD basis set) of a cluster of 2 separate species, C7H16O in total in a non-equilibrium geometry.

The geometry in XYZ format:
```
24
Properties=species:S:1:pos:R:3:forces:R:3
C -2.802 0.539 1.139 0.6 0.8 -0.6
C -1.516 0.181 1.096 -1.0 -0.1 0.3
C -0.930 -0.804 2.062 0.8 -0.1 0.6
C -0.560 0.798 0.128 0.8 -0.8 -0.5
C -0.043 -0.227 -0.890 -0.9 -1.4 -0.4
C 1.196 0.164 -1.671 -0.7 1.3 -0.4
C 0.907 1.276 -2.708 0.0 -0.6 0.0
H -3.549 0.231 1.854 0.1 -0.4 0.1
H -3.096 1.323 0.447 -0.3 -0.1 0.0
H -1.282 -1.834 2.000 -0.4 0.1 -0.1
H -1.065 -0.446 3.086 -0.3 -0.1 0.0
H 0.152 -0.885 1.962 0.0 0.1 -0.2
H -1.001 1.570 -0.497 -0.1 0.5 0.5
H 0.317 1.132 0.698 -0.2 0.5 -0.1
H -0.901 -0.430 -1.556 0.3 0.2 -0.2
H 0.092 -1.232 -0.471 0.3 0.3 0.5
H 1.600 -0.651 -2.268 0.1 -0.3 0.5
H 1.917 0.555 -0.947 0.3 -0.3 -0.2
H 1.805 1.420 -3.308 0.0 0.4 0.0
H 0.127 0.942 -3.397 0.0 -0.1 0.0
H 0.552 2.207 -2.277 0.2 0.2 0.1
O 2.318 -1.941 1.995 0.6 0.7 0.5
H 2.663 -2.476 1.289 0.0 -0.5 -0.6
H 3.098 -1.409 2.235 -0.6 -0.2 0.1
```
Positions in Å, forces in eV/Å.

Values from the calculation:
2S+1: 1
Total energy, a.u.: -351.5166
Structure (SMILES): C=C(C)CCCC.O
E_HOMO, Eh: -0.3292
ΔE to the lowest compared entry with this formula, charge and spin, kcal per mole: 23.4
Gap between HOMO and LUMO, eV: 9.611

---

The following is a DFT calculation (ωB97M-V with the def2-TZVPD basis set) of a cluster of 2 separate species, C7H16O in total in a non-equilibrium geometry.

The geometry in XYZ format:
```
24
Properties=species:S:1:pos:R:3:forces:R:3
C -0.733 4.078 1.713 -0.5 -0.9 -0.1
C -0.853 2.585 1.552 0.3 0.2 -0.4
C 0.054 1.765 1.026 -1.0 -0.5 0.3
C -0.250 0.279 0.826 1.0 1.1 0.6
C 0.441 -0.232 -0.425 -0.6 -0.4 -0.9
C 1.886 -0.747 -0.220 -0.9 1.3 0.1
C 2.080 -2.237 -0.253 0.9 -1.1 -1.3
H 0.130 4.443 1.163 0.2 0.2 0.4
H -0.753 4.275 2.786 0.4 0.5 -0.1
H -1.619 4.551 1.280 0.0 0.1 0.1
H -1.796 2.162 1.888 0.0 -0.1 -0.1
H 1.039 2.099 0.722 0.0 0.2 -0.1
H -1.323 0.130 0.805 -0.2 0.0 0.0
H 0.158 -0.210 1.720 -0.2 -0.4 -0.2
H -0.239 -0.943 -0.920 0.5 -0.6 0.4
H 0.423 0.530 -1.217 0.2 0.4 0.5
H 2.272 -0.314 0.708 -0.2 -0.1 0.1
H 2.474 -0.243 -0.990 0.3 -0.4 0.0
H 1.234 -2.924 -0.208 -0.5 0.6 0.6
H 2.456 -2.482 -1.259 0.2 -0.1 0.2
H 2.848 -2.587 0.436 -0.1 0.0 0.1
O -3.560 -4.609 -3.446 -0.1 0.3 0.1
H -3.228 -3.912 -4.036 0.0 -0.7 0.2
H -3.142 -5.454 -3.652 0.1 0.5 -0.2
```
Positions in Å, forces in eV/Å.

Values from the calculation:
2S+1: 1
Total energy, a.u.: -351.5028
Structure (SMILES): C/C=C/CCCC.O
E_HOMO, Eh: -0.3310
ΔE to the lowest compared entry with this formula, charge and spin, kcal per mole: 32.1
Gap between HOMO and LUMO, eV: 9.880